Formula: C57H65N6PSSe2TaTe2
Source: OMol25
Level of theory: ωB97M-V/def2-TZVPD

Values from the calculation:
Max |F|, eV/Å: 2.78
Net charge: +1
Kohn-Sham gap, eV: 5.59
E, eV: -236059.84082

Structure (XYZ):
```
135
Properties=species:S:1:pos:R:3:forces:R:3
C -0.62159 -5.86198 -4.59828 -0.1 -0.1 0.1
C 0.92882 3.61271 2.79928 0.0 0.0 0.0
H 1.19720 -8.09395 1.41138 -0.1 -0.1 0.1
H -2.28311 1.75406 -4.22750 -0.1 0.1 0.1
C -1.42931 -5.38376 -3.38989 0.1 0.0 -0.2
C -1.84946 3.45977 5.88398 0.0 0.1 -0.1
C -1.25464 2.03377 4.03919 0.2 -0.2 -0.2
C 2.79566 1.35493 0.15571 0.0 0.4 -0.1
H 0.22848 -6.65254 1.08559 -0.1 0.1 0.0
Se -1.58478 -2.31697 0.29096 -0.2 -0.4 0.3
C -1.59401 2.42532 6.77103 0.0 -0.1 0.1
H -2.18269 4.41964 6.24586 0.0 0.1 0.1
C -6.09259 -1.09562 -0.32029 -0.2 -0.3 0.0
H -1.71843 3.40973 -4.13908 -0.1 0.0 0.0
C -0.08828 5.20594 -3.04203 0.2 -0.1 0.0
H 5.87403 -3.66584 1.19098 0.1 0.0 -0.1
H 0.48065 -5.53311 -1.41199 0.0 -0.1 0.0
N 0.46524 0.64338 -1.54670 0.0 -1.5 0.9
H -7.16890 0.80466 -0.55478 0.0 -0.1 0.0
C 1.77496 4.68519 2.59652 0.0 0.0 0.0
H -4.09226 -1.51147 0.38676 0.1 0.4 -0.3
C 0.44766 2.76017 -2.47808 0.0 -0.4 0.2
H -6.61903 -1.17708 0.63294 -0.1 0.0 -0.1
C -0.19470 4.09052 0.73222 -0.1 0.0 0.1
C -6.52070 0.14087 -1.13488 -0.4 0.0 -0.1
H -0.35943 1.20179 -5.76470 0.0 -0.1 0.0
H 0.13952 2.88524 -5.71592 0.1 0.1 0.0
H 6.19012 1.09106 2.47897 0.1 -0.1 0.0
H -1.42040 2.45744 -6.41604 0.0 0.0 -0.2
C 4.71997 0.83103 4.04300 0.2 -0.1 -0.1
C 2.06449 2.22928 -0.62835 0.0 -0.2 -0.1
N -5.25201 0.77832 -1.43465 -0.4 -0.2 -0.1
H -0.92421 3.83342 -0.02398 -0.1 0.0 -0.1
H 4.42808 1.87944 4.04787 0.0 0.1 0.0
Se 0.81941 -0.76395 2.37043 -0.1 -0.3 0.4
C 4.54271 3.06849 1.10483 0.0 0.0 -0.1
C 1.21262 -7.00816 1.38286 0.2 -0.1 -0.1
H 4.34457 -2.04572 2.24035 0.1 0.0 0.0
H -0.87889 -6.88632 -4.85433 0.0 -0.1 0.0
H 5.44018 0.66138 4.83912 0.0 0.1 0.2
H 2.05221 -6.85667 -0.60348 0.1 -0.1 0.0
C 5.33952 0.44184 2.69419 -0.1 0.1 0.0
H -5.20344 1.71811 -1.78602 0.2 0.0 0.1
H 4.29519 -4.13285 3.08480 -0.1 -0.1 0.0
C 3.48119 -0.48623 1.12348 0.3 -0.1 0.2
H 2.54501 4.90317 3.32242 0.1 0.0 0.1
C -0.71421 2.22027 -5.62565 -0.2 0.1 0.1
H -6.23235 -2.02780 -0.87727 -0.1 0.1 0.0
C -0.09177 3.32766 1.89043 -0.2 -0.2 0.0
C 4.89126 3.74301 -0.22890 0.1 0.0 0.1
H 0.38325 6.18604 -3.01563 0.0 0.1 0.0
N -4.68636 -0.85016 -0.08984 -0.3 -0.3 0.1
Te -2.47736 -2.56024 2.64339 0.5 0.0 0.1
H -5.23082 4.30826 0.67728 0.0 0.1 0.0
H -0.82514 -5.23494 -5.46089 0.0 0.1 -0.1
C 4.28060 -4.75032 2.18321 0.2 0.1 -0.2
H -2.49134 -5.44042 -3.62960 -0.1 0.0 0.1
C -2.70859 -2.64717 -4.49055 0.1 0.1 -0.2
C 5.64902 -4.68484 1.49858 0.0 -0.1 0.2
H 3.83241 0.23172 4.24238 -0.1 0.0 0.0
C -1.01233 0.99817 4.93018 0.2 -0.2 -0.2
H 4.07645 -5.77601 2.49024 0.0 0.0 0.1
C 1.57170 -4.12356 -0.28173 -0.2 0.0 -0.3
C -5.63315 2.42122 1.59458 -0.1 0.0 -0.1
C -3.43006 3.36128 1.32675 0.0 -0.1 0.1
H -0.54612 5.09194 -4.01910 -0.1 0.0 -0.1
C 4.32369 0.57318 1.61281 -0.3 0.0 -0.4
C 1.02178 1.89216 -1.47378 0.4 0.5 0.1
C -2.23601 -2.34941 -5.91353 -0.1 0.0 0.1
H -0.67812 0.02493 4.57599 -0.1 0.2 0.0
H 3.87129 3.71875 1.66906 0.1 0.0 0.1
C 3.21096 -4.28403 1.25708 -0.4 -0.1 -0.3
C -1.58961 -2.82100 -3.52283 0.2 -0.2 0.4
C 0.64218 -4.47933 -1.24785 0.0 0.3 0.0
H -0.97846 0.38077 6.97512 0.0 0.0 0.1
C 3.92088 1.71914 0.97764 -0.1 -0.4 0.1
C -0.88872 -1.74286 -2.87022 -0.3 0.4 -0.4
H -1.71981 2.58795 7.83015 0.0 0.0 0.1
C 3.60137 -1.82059 1.49012 -0.1 0.0 -0.3
C -1.07081 -0.40227 -3.14601 0.1 -0.2 0.1
C -1.39109 2.38081 -4.26489 0.1 0.0 -0.2
H 2.37911 3.25679 -0.62254 0.0 0.1 0.0
Ta 0.55110 -1.04543 -0.11227 2.1 -1.1 -1.5
H 5.71432 -0.58177 2.74929 0.1 0.1 -0.1
N 2.54847 0.01266 0.24917 -1.1 -0.8 -0.2
H 1.04581 2.99827 3.68114 0.0 0.0 0.1
H 1.60742 4.04828 -3.66588 0.1 0.1 0.1
Te 0.08801 -2.83646 3.53559 -0.4 -0.1 0.0
N 0.00554 -2.23854 -1.96310 0.5 0.7 1.3
H -3.09067 -2.17510 -6.56201 0.0 0.0 -0.1
S -2.67380 0.76598 -0.76448 0.0 0.5 -0.3
H -7.03684 -0.12487 -2.06059 0.0 -0.1 0.2
H 0.52455 5.80685 -0.32169 0.0 0.1 -0.2
C 0.96509 4.12951 -2.78158 0.0 0.1 -0.1
H -3.34492 -1.82818 -4.14961 -0.1 0.0 0.1
H -1.24847 -6.04819 -2.54551 -0.1 0.0 0.0
C -3.72282 1.23100 2.38969 0.1 0.0 0.2
C 2.91205 -2.90615 0.96841 0.2 0.2 0.2
C 0.63843 5.18166 0.54923 0.0 0.1 -0.1
N 1.88430 -2.82838 0.06058 -0.8 1.3 -0.2
C -0.41563 0.68428 -2.58722 -0.2 0.0 -0.7
C -4.80341 3.43965 1.15794 -0.1 0.1 -0.1
C -4.23752 0.22661 -0.74121 0.7 0.2 -0.1
H 5.11348 3.00427 -0.99594 0.0 0.0 -0.1
H 2.26499 6.33704 1.32056 0.0 0.1 0.0
H -1.60589 -1.46526 -5.93318 0.1 0.1 -0.1
C -0.08454 -3.60585 -2.04238 0.2 -0.3 0.1
H -6.70221 2.50208 1.46030 -0.1 0.0 0.0
H -1.77233 -0.17729 -3.93144 -0.1 0.0 -0.1
H 5.45776 2.94457 1.68429 -0.1 0.1 0.1
H 1.59849 4.46142 -1.95745 0.0 0.0 -0.1
H -1.88136 4.07581 3.84100 0.0 0.1 -0.1
C -1.17660 1.19575 6.29332 -0.1 0.0 0.2
H -5.71751 0.50341 2.56709 -0.1 0.0 0.1
H 5.67165 -5.32082 0.61633 0.0 0.0 -0.1
C -1.07306 -3.98515 -3.02087 0.0 0.4 0.1
H 0.44296 -5.81593 -4.38765 0.2 0.0 0.0
H -2.80824 4.17653 0.98865 0.1 0.0 0.0
H -0.86677 5.17868 -2.28462 -0.2 0.0 0.1
H 3.25074 -6.96994 0.67987 0.0 0.0 -0.1
H 1.42467 -6.63053 2.38101 -0.1 0.0 0.1
H 5.76770 4.37420 -0.10442 0.0 0.1 0.0
H 4.08078 4.37715 -0.57935 0.0 0.1 -0.1
C -5.08840 1.30964 2.21797 0.0 0.1 0.1
C 2.39156 -5.04204 0.46107 0.2 0.5 0.1
C -2.87867 2.24599 1.93938 0.2 0.1 -0.1
C 1.62019 5.48506 1.47565 0.1 0.1 0.0
C -1.68361 3.26653 4.52874 0.1 -0.1 0.1
C -0.48515 2.01101 -3.14277 0.1 -0.2 0.4
H -1.66776 -3.18210 -6.31695 0.1 -0.1 -0.1
H -3.31346 -3.55398 -4.50309 -0.1 0.0 0.1
H -3.29596 0.36544 2.89214 0.0 0.1 -0.1
P -1.10489 1.83284 2.20551 -0.6 0.6 0.3
H 6.42054 -5.02054 2.18508 0.2 0.0 0.0
C 2.29155 -6.52722 0.40828 -0.2 0.1 0.1
```
Forces are in eV/Å.